Record 1
ORCA calculation (wB97M-V/def2-TZVPD) on 11 unconnected molecules or ions with the total composition C44H77F3O22S6.

XYZ file:
```
152
Properties=species:S:1:pos:R:3:lowdin_charge:R:1
C 0.78418 1.39941 -0.86722 -0.039
C 0.01882 0.11140 -0.60269 -0.188
O 0.23727 -0.18398 0.79025 0.034
C -0.37552 -1.29142 1.23736 -0.381
O -1.32479 -1.86103 0.82663 0.185
C 0.44975 -1.85552 2.43368 -0.552
F -0.24125 -2.65393 3.19466 0.205
F 1.51840 -2.51648 1.93593 0.137
F 0.96113 -0.82024 3.11475 0.147
H 0.29877 2.16409 -0.21476 0.067
H 0.68328 1.60006 -1.91774 0.056
H 1.83553 1.25522 -0.61557 0.074
H 0.39903 -0.72291 -1.21014 0.105
H -1.05057 0.20590 -0.87999 0.113
O -0.50766 0.57198 7.86799 0.103
C 0.18151 -0.32806 7.48899 -0.500
O 1.49929 -0.22506 7.20997 0.027
C 2.06472 -1.50125 6.93587 -0.143
C 1.02079 -2.53424 7.41013 -0.153
C -0.23947 -1.76961 7.29272 -0.102
H 3.04897 -1.57629 7.46408 0.137
H 2.28024 -1.56116 5.87780 0.113
H 1.18881 -2.87558 8.43334 0.118
H 1.15422 -3.41708 6.82185 0.106
H -0.98643 -1.98631 8.08258 0.137
H -0.79203 -1.87329 6.34635 0.114
O 4.91239 1.86236 -0.35583 0.097
C 4.97668 0.80988 0.21782 -0.483
O 3.98122 -0.08406 0.07868 0.005
C 4.18618 -1.30850 0.81059 -0.127
C 5.52215 -1.15329 1.53350 -0.144
C 6.11896 0.08696 0.92794 -0.075
H 4.16533 -2.15708 0.09825 0.118
H 3.42622 -1.29226 1.59906 0.106
H 6.14489 -1.98588 1.36064 0.102
H 5.21631 -0.96949 2.55372 0.099
H 6.94430 -0.08365 0.19915 0.137
H 6.64874 0.70766 1.68861 0.131
O -0.96364 -2.67164 -5.12094 0.056
C -1.70603 -2.55604 -4.14908 -0.459
O -2.89841 -1.99982 -4.30802 0.017
C -3.64957 -1.86942 -3.03496 -0.116
C -2.59534 -2.18887 -2.01193 -0.162
C -1.46685 -3.02277 -2.70062 -0.018
H -4.46677 -2.55321 -3.13180 0.121
H -4.05363 -0.87414 -2.83489 0.088
H -2.92587 -2.57893 -1.04626 0.108
H -2.18928 -1.18015 -1.82772 0.092
H -1.63700 -4.06992 -2.57682 0.110
H -0.51273 -2.77901 -2.22628 0.090
O 3.87710 0.62866 4.11538 0.122
C 3.53383 1.67250 3.64647 -0.457
O 2.81689 1.66822 2.47570 0.011
C 2.77341 2.99073 1.94703 -0.156
C 2.82447 3.89356 3.18317 -0.139
C 3.74407 3.10600 4.08885 -0.073
H 1.90305 3.15667 1.32484 0.112
H 3.58835 3.16031 1.28026 0.103
H 1.82176 3.93602 3.62660 0.103
H 3.22139 4.86247 2.93194 0.114
H 3.37952 3.18825 5.14872 0.142
H 4.77556 3.46505 4.08299 0.130
C 2.79589 -1.30144 -5.08747 -0.202
C 2.30800 -2.76620 -5.44395 -0.159
C 2.31253 -3.71666 -4.15234 -0.193
S 2.62898 -2.56691 -2.81651 0.674
O 4.05399 -2.49382 -2.47539 -0.330
O 1.75891 -2.78428 -1.68668 -0.346
C 2.17582 -1.08201 -3.74263 -0.246
H 2.52575 -0.64008 -5.90617 0.102
H 3.90720 -1.28164 -4.96180 0.121
H 2.86163 -3.21198 -6.23387 0.088
H 1.23842 -2.67351 -5.79685 0.097
H 3.07808 -4.48955 -4.22801 0.096
H 1.37302 -4.15959 -3.87168 0.075
H 2.42216 -0.23499 -3.07546 0.119
H 1.06877 -1.02887 -3.84767 0.078
C 1.66302 -5.71300 0.98662 -0.224
C 0.40403 -5.44862 0.19935 -0.194
C 0.30733 -6.61938 -0.84946 -0.195
S 2.02048 -6.96346 -1.31436 0.681
O 2.25336 -6.30234 -2.60585 -0.345
O 2.28794 -8.36249 -1.16654 -0.316
C 2.76311 -6.01658 -0.00483 -0.242
H 1.57923 -6.55659 1.61647 0.104
H 2.08416 -4.88503 1.58262 0.113
H 0.44458 -4.53295 -0.37024 0.079
H -0.53945 -5.41481 0.83427 0.140
H -0.21256 -6.27300 -1.75066 0.096
H -0.03522 -7.55533 -0.43004 0.095
H 3.34857 -5.16295 -0.33316 0.098
H 3.62437 -6.65856 0.35770 0.127
C -1.97832 0.93387 -7.12624 -0.223
C -3.12868 0.89203 -6.12973 -0.221
C -2.62533 1.60309 -4.91572 -0.205
S -0.84476 1.17969 -4.89063 0.673
O -0.53209 0.30532 -3.78809 -0.321
O 0.00563 2.33608 -4.97762 -0.315
C -0.75332 0.35732 -6.44924 -0.224
H -1.71377 1.89944 -7.55304 0.120
H -2.29784 0.29921 -7.98532 0.130
H -3.36988 -0.15523 -5.86019 0.121
H -3.99572 1.38903 -6.50647 0.113
H -3.19925 1.29077 -4.04102 0.092
H -2.77226 2.67006 -4.98825 0.101
H -0.82439 -0.73949 -6.32179 0.097
H 0.30717 0.51977 -6.74656 0.119
C -4.04268 1.78566 0.93101 -0.220
C -4.88672 2.50659 -0.14193 -0.188
C -5.18452 1.41999 -1.18701 -0.190
S -5.50384 0.01681 -0.09599 0.626
O -4.91895 -1.11454 -0.68941 -0.295
O -6.89297 -0.04449 0.28946 -0.309
C -4.68549 0.45076 1.31586 -0.255
H -3.84617 2.39394 1.82246 0.109
H -3.07499 1.54473 0.50262 0.103
H -4.29459 3.34227 -0.54240 0.085
H -5.79493 2.85114 0.33681 0.117
H -4.39730 1.07071 -1.86454 0.080
H -6.05739 1.51053 -1.80841 0.099
H -3.88998 -0.28431 1.49203 0.102
H -5.46104 0.42300 2.10622 0.126
C -0.33748 6.20442 -2.67414 -0.190
C -1.90978 6.29359 -2.82856 -0.179
C -2.39959 5.71481 -1.47304 -0.222
S -1.30187 4.30644 -1.15571 0.644
O -1.98463 3.13068 -1.64066 -0.321
O -1.01274 4.36920 0.25588 -0.330
C 0.04269 4.79385 -2.21031 -0.210
H -0.04915 6.91462 -1.87424 0.123
H 0.09656 6.50470 -3.60865 0.106
H -2.25967 5.60689 -3.60604 0.110
H -2.22851 7.31985 -2.98232 0.109
H -3.39689 5.28775 -1.51282 0.086
H -2.33246 6.46849 -0.70176 0.101
H 0.07944 4.11706 -3.05306 0.088
H 0.92368 4.70889 -1.62702 0.096
C -2.08906 3.08884 6.02344 -0.191
C -1.26753 3.57159 4.84083 -0.208
C -0.54487 2.35144 4.26206 -0.213
S -1.73333 1.03407 4.40181 0.689
O -1.07718 -0.15652 4.96255 -0.327
O -2.36632 0.86542 3.13308 -0.298
C -2.83696 1.75516 5.58970 -0.191
H -2.80829 3.82640 6.42660 0.117
H -1.45257 2.84621 6.89535 0.110
H -0.53022 4.33886 5.08216 0.113
H -1.91818 3.98585 4.05397 0.123
H 0.39416 2.10598 4.70834 0.101
H -0.40036 2.32263 3.20610 0.090
H -2.94693 1.08776 6.45744 0.109
H -3.74434 1.90613 4.98521 0.103
```

Properties
HOMO-LUMO gap   10.023 eV
SMILES string   CCOC(=O)C(F)(F)F.O=S1(=O)CCCC1.O=S1(=O)CCCC1.O=S1(=O)CCCC1.O=S1(=O)CCCC1.O=S1(=O)CCCC1.O=S1(=O)CCCC1.O=C1CCCO1.O=C1CCCO1.O=C1CCCO1.O=C1CCCO1
Charge   0
M   1207.47 g mol⁻¹
Max |F|   0.07259 hartree/bohr
Energy above the lowest of the compared OMol25 structures with the same formula, charge and spin   0.00 kcal/mol

Record 2
ORCA calculation (wB97M-V/def2-TZVPD) on 3 unconnected molecules or ions with the total composition C20H49BrN8O5P2.

XYZ file:
```
85
Properties=species:S:1:pos:R:3:lowdin_charge:R:1
C -3.54554 3.88227 5.68645 -0.162
C -2.66098 5.20499 6.08157 -0.269
C -1.76874 5.83083 4.84641 -0.527
Br -0.74885 4.37005 3.85268 0.681
C -2.61491 6.75896 3.79278 -0.376
C -2.48292 8.39263 3.83291 -0.112
O -1.26261 8.90644 4.47395 -0.163
N -0.32698 9.16909 3.50842 0.008
O 0.55100 8.32493 3.75945 0.027
C -4.23118 6.54358 3.61147 -0.122
C -4.41244 5.50673 2.32114 -0.079
C -3.01432 5.68983 1.44399 -0.262
O -2.80393 5.36220 0.16169 -0.064
N -2.06713 6.36335 2.43509 -0.058
H -2.88272 2.90364 5.57262 0.078
H -4.17511 3.97740 4.70466 0.050
H -4.29368 3.65157 6.58416 0.088
H -1.89504 4.86085 6.92298 0.121
H -3.33204 6.06163 6.52616 0.115
H -0.91087 6.47858 5.36547 0.107
H -3.45331 8.85759 4.32629 0.142
H -2.49765 8.75584 2.69917 0.154
H -4.78904 6.22422 4.58995 0.113
H -4.88906 7.47974 3.27097 0.129
H -5.21975 5.90928 1.53994 0.130
H -4.67861 4.38696 2.61224 0.119
H -1.35329 6.99711 1.99600 0.133
O 0.51621 1.33178 2.23297 -0.335
P 1.15439 0.58401 1.03668 0.770
N 0.36615 -0.87092 1.50983 -0.316
C 0.83632 -2.24466 1.42478 -0.131
C -1.09686 -0.84735 1.39104 -0.142
N 2.72068 0.60726 1.75935 -0.349
C 3.43404 -0.56754 2.22745 -0.149
C 3.03413 1.72978 2.65346 -0.145
N 1.88803 -0.27560 -0.33855 -0.261
C 2.97121 0.49335 -1.00034 -0.135
C 0.91340 -0.53290 -1.42260 -0.135
H 0.86680 -2.62950 0.40279 0.061
H 0.18406 -2.91720 1.99502 0.083
H 1.81464 -2.39460 1.87215 0.047
H -1.42121 -1.02450 0.36279 0.062
H -1.51454 0.11544 1.70296 0.069
H -1.56793 -1.59963 2.03347 0.078
H 2.96831 -0.99591 3.12018 0.084
H 4.47385 -0.32903 2.47788 0.077
H 3.51557 -1.32627 1.44517 0.068
H 2.60473 1.57909 3.65112 0.080
H 2.65598 2.67047 2.24349 0.070
H 4.11637 1.85910 2.76464 0.075
H 2.61568 1.48071 -1.31675 0.085
H 3.34997 -0.04117 -1.87992 0.082
H 3.84372 0.63575 -0.35843 0.071
H 0.42917 0.39312 -1.74784 0.087
H 0.13162 -1.23200 -1.12335 0.058
H 1.39803 -1.00039 -2.28837 0.072
O 0.95122 -3.46071 -3.45874 -0.316
P 1.42563 -4.74619 -4.17987 0.768
N 0.33072 -4.44011 -5.47197 -0.318
C -0.43137 -5.38089 -6.27794 -0.133
C 0.63775 -3.24835 -6.27229 -0.142
N 0.63697 -5.76991 -3.03703 -0.347
C -0.49897 -6.62347 -3.33573 -0.145
C 0.49143 -5.26336 -1.66591 -0.148
N 1.97100 -6.22394 -5.00887 -0.266
C 2.79682 -7.10785 -4.14906 -0.135
C 2.84478 -5.92686 -6.16624 -0.139
H 0.18518 -5.95176 -6.97613 0.069
H -1.18631 -4.85924 -6.87867 0.085
H -1.01268 -6.08322 -5.68755 0.048
H 1.42330 -3.44601 -7.00559 0.061
H 0.97734 -2.41570 -5.64771 0.068
H -0.24520 -2.88033 -6.80662 0.080
H -1.40617 -6.04078 -3.52232 0.086
H -0.71016 -7.31006 -2.50821 0.079
H -0.29450 -7.28240 -4.18324 0.069
H -0.35116 -4.56642 -1.58378 0.079
H 1.40380 -4.75597 -1.34017 0.067
H 0.32734 -6.08106 -0.95545 0.078
H 3.65573 -6.56529 -3.73760 0.085
H 3.16634 -7.97126 -4.71545 0.083
H 2.23414 -7.53575 -3.31606 0.073
H 3.69390 -5.30247 -5.87145 0.086
H 2.31405 -5.41277 -6.96843 0.057
H 3.22626 -6.84884 -6.62164 0.087
```

Properties
HOMO-LUMO gap   6.600 eV
SMILES string   CC[C@@H](Br)[C@]1(CON=O)CCC(=O)N1.CN(C)P(=O)(N(C)C)N(C)C.CN(C)P(=O)(N(C)C)N(C)C
Charge   0
M   623.52 g mol⁻¹
Max |F|   0.17774 hartree/bohr